[1]
C30H64BrGaO13P as an isolated structure, computed with the ωB97M-V functional and the def2-TZVPD basis.

The geometry in XYZ format:
```
110
Properties=species:S:1:pos:R:3
C 3.023 -0.033 1.583
C 1.760 0.600 1.004
O 1.385 -0.021 -0.234
P -0.017 -0.816 -0.231
O -0.259 -1.440 -1.536
C -1.314 0.292 0.332
C -2.347 0.572 -0.756
C -3.432 1.532 -0.229
Ga -4.436 0.789 1.391
C -4.752 -1.222 1.005
C -4.929 -2.080 2.248
C -5.514 -3.465 1.941
Br -3.190 -2.360 3.120
O 0.165 -1.861 0.972
C 0.991 -3.004 0.690
C 1.444 -3.590 2.018
H 3.926 0.488 1.266
H 2.977 0.021 2.671
H 3.064 -1.087 1.316
H 0.968 0.559 1.748
H 1.942 1.655 0.798
H -1.749 -0.122 1.243
H -0.854 1.241 0.617
H -1.825 1.055 -1.591
H -2.799 -0.343 -1.133
H -4.099 1.782 -1.060
H -2.925 2.462 0.056
H -5.820 1.518 1.725
H -3.422 0.844 2.655
H -5.645 -1.337 0.381
H -3.894 -1.632 0.462
H -5.564 -1.554 2.959
H -5.172 -4.226 2.642
H -6.604 -3.420 1.961
H -5.174 -3.763 0.950
H 0.382 -3.721 0.143
H 1.844 -2.699 0.081
H 0.660 -4.226 2.428
H 2.376 -4.140 1.913
H 1.573 -2.771 2.724
O 4.799 -2.658 2.919
C 5.665 -2.406 2.127
O 6.844 -1.926 2.579
C 7.958 -1.723 1.702
C 7.886 -0.383 1.004
C 5.434 -2.536 0.639
H 8.036 -2.548 0.991
H 8.833 -1.778 2.349
H 7.005 -0.305 0.373
H 8.765 -0.234 0.376
H 7.845 0.416 1.746
H 4.951 -1.623 0.289
H 4.755 -3.370 0.481
H 6.330 -2.696 0.048
O 0.067 1.469 3.659
C 0.371 0.965 4.700
O 0.649 1.785 5.749
C 0.855 1.294 7.072
C 2.287 0.853 7.305
C 0.542 -0.528 4.865
H 0.141 0.504 7.306
H 0.615 2.139 7.717
H 2.559 0.017 6.661
H 2.424 0.545 8.343
H 2.970 1.675 7.091
H 1.546 -0.794 4.530
H -0.182 -1.055 4.247
H 0.410 -0.878 5.886
O -6.626 2.946 -0.696
C -7.683 2.591 -1.119
O -8.206 1.424 -0.667
C -9.521 0.986 -0.985
C -9.575 0.248 -2.308
C -8.419 3.360 -2.199
H -10.227 1.819 -0.954
H -9.788 0.313 -0.172
H -9.295 0.895 -3.141
H -10.582 -0.132 -2.492
H -8.881 -0.592 -2.292
H -8.017 3.060 -3.167
H -8.212 4.417 -2.052
H -9.497 3.218 -2.207
O 6.519 -0.148 -1.704
C 6.597 -0.895 -2.640
O 6.996 -2.166 -2.408
C 6.954 -3.187 -3.412
C 8.190 -3.180 -4.286
C 6.330 -0.438 -4.053
H 6.035 -3.111 -3.995
H 6.895 -4.117 -2.850
H 8.280 -2.250 -4.848
H 8.153 -4.007 -4.996
H 9.084 -3.286 -3.672
H 7.241 0.016 -4.444
H 5.553 0.320 -4.016
H 6.011 -1.226 -4.730
O -3.950 5.386 -6.263
C -3.078 5.007 -5.527
O -2.009 4.387 -6.072
C -0.837 4.060 -5.314
C -0.982 2.762 -4.555
C -3.180 5.142 -4.026
H -0.569 4.888 -4.655
H -0.046 3.982 -6.060
H -1.779 2.814 -3.813
H -0.056 2.514 -4.035
H -1.226 1.949 -5.239
H -3.753 4.299 -3.639
H -3.724 6.057 -3.808
H -2.226 5.176 -3.509
```

Calculated values
DFT total energy, Ha: -6999.84817
Charge: -1



[2]
A 6-piece molecular cluster, C30H65ClN5O12P2S6 overall, computed with the ωB97M-V functional and the def2-TZVPD basis.

The geometry in XYZ format:
```
121
Properties=species:S:1:pos:R:3
C 1.095 0.795 3.846
C 1.947 -0.529 3.758
O 1.094 -1.638 4.103
C 2.624 -0.768 2.320
N 1.998 0.138 1.336
C 2.853 1.173 0.875
N 4.203 1.169 0.825
N 2.210 2.357 0.355
N 2.236 3.392 1.314
C 0.801 1.975 -0.003
C 0.195 3.190 -0.803
C 0.837 0.619 -0.784
C -0.431 0.292 -1.657
C -0.403 0.980 -3.102
N -0.180 -0.014 -4.176
C 1.252 -0.554 0.230
P 2.400 -1.693 -0.743
S 2.347 -3.570 -0.262
P -0.230 -1.423 1.056
O -1.437 -0.218 1.241
Cl -1.076 -2.861 -0.218
H 1.774 1.676 3.677
H 0.233 0.818 3.135
H 0.668 0.838 4.891
H 2.740 -0.477 4.550
H 0.612 -1.359 4.896
H 3.721 -0.622 2.482
H 2.457 -1.864 2.113
H 4.622 1.175 -0.104
H 4.835 1.243 1.615
H 2.598 4.232 0.848
H 2.932 3.148 2.023
H 0.205 1.885 0.950
H -0.816 2.904 -1.206
H 0.868 3.438 -1.674
H 0.159 4.088 -0.140
H 1.710 0.686 -1.511
H -0.384 -0.814 -1.885
H -1.377 0.594 -1.151
H 0.279 1.871 -3.140
H -1.448 1.383 -3.258
H -0.255 0.446 -5.083
H 0.786 -0.341 -4.058
H 2.242 -1.464 -2.158
H 3.731 -1.217 -0.448
H -2.081 -0.658 1.841
C -3.740 -2.319 6.447
C -4.084 -3.769 6.093
C -3.887 -3.932 4.583
S -2.636 -2.742 4.110
O -3.239 -1.753 3.239
O -1.427 -3.440 3.750
C -2.429 -2.020 5.730
H -3.649 -2.176 7.524
H -4.527 -1.653 6.083
H -3.410 -4.444 6.627
H -5.103 -4.025 6.386
H -3.545 -4.933 4.326
H -4.799 -3.698 4.033
H -2.223 -0.953 5.637
H -1.591 -2.525 6.215
C -2.194 -3.810 -3.313
C -2.528 -5.252 -3.704
C -2.317 -5.378 -5.214
S -1.067 -4.171 -5.647
O -1.669 -3.168 -6.496
O 0.154 -4.853 -6.013
C -0.879 -3.486 -4.010
H -2.112 -3.690 -2.232
H -2.982 -3.139 -3.670
H -1.855 -5.936 -3.179
H -3.549 -5.520 -3.427
H -1.968 -6.372 -5.490
H -3.222 -5.137 -5.764
H -0.678 -2.416 -4.076
H -0.042 -3.997 -3.529
C 6.387 7.501 -1.011
C 5.995 7.807 0.438
C 4.756 6.969 0.765
S 4.846 5.518 -0.277
O 3.742 5.550 -1.210
O 5.121 4.355 0.544
C 6.337 5.984 -1.141
H 7.375 7.891 -1.255
H 5.665 7.959 -1.693
H 6.816 7.526 1.104
H 5.801 8.870 0.588
H 4.742 6.662 1.810
H 3.837 7.502 0.521
H 6.289 5.641 -2.173
H 7.179 5.516 -0.628
C 1.273 5.646 5.133
C 1.888 4.475 5.905
C 3.394 4.483 5.629
S 3.831 6.186 5.285
O 4.262 6.283 3.908
O 4.624 6.703 6.373
C 2.176 6.843 5.408
H 0.246 5.840 5.441
H 1.268 5.419 4.062
H 1.710 4.611 6.975
H 1.440 3.522 5.618
H 3.965 4.132 6.487
H 3.643 3.888 4.749
H 2.045 7.654 4.694
H 2.040 7.212 6.426
C -7.216 -5.566 -8.062
C -6.769 -6.936 -8.580
C -5.787 -7.515 -7.557
S -6.239 -6.808 -5.975
O -5.158 -5.960 -5.523
O -6.805 -7.837 -5.135
C -7.554 -5.770 -6.590
H -8.070 -5.181 -8.619
H -6.396 -4.848 -8.161
H -7.638 -7.593 -8.669
H -6.311 -6.864 -9.567
H -5.857 -8.600 -7.499
H -4.760 -7.221 -7.776
H -7.589 -4.842 -6.023
H -8.491 -6.318 -6.473
```

Calculated values
DFT total energy, Ha: -5890.41422
Charge: +1



[3]
A 5-piece molecular cluster, C30H67N3O6 overall, computed with the ωB97M-V functional and the def2-TZVPD basis.

The geometry in XYZ format:
```
106
Properties=species:S:1:pos:R:3
C 21.335 6.559 14.430
C 20.321 5.429 14.085
C 20.340 5.241 12.521
C 20.598 3.995 14.655
C 20.375 3.769 16.148
C 18.915 4.132 16.549
C 18.540 5.582 16.039
C 17.023 5.662 16.173
C 19.106 6.768 16.872
N 18.907 5.774 14.537
O 18.443 7.037 14.003
H 21.657 6.524 15.471
H 22.207 6.386 13.799
H 20.968 7.572 14.265
H 19.521 4.588 12.221
H 20.108 6.207 12.072
H 21.293 4.974 12.063
H 20.026 3.206 14.167
H 21.649 3.723 14.558
H 20.716 2.803 16.520
H 21.095 4.415 16.651
H 18.807 4.086 17.633
H 18.304 3.377 16.054
H 16.819 5.476 17.227
H 16.406 5.060 15.506
H 16.742 6.714 16.157
H 20.183 6.926 16.919
H 18.695 6.672 17.877
H 18.724 7.723 16.512
H 18.871 7.725 14.518
C 18.487 8.373 10.670
C 17.479 9.339 10.070
C 17.830 10.861 10.384
C 17.530 9.143 8.516
C 16.465 9.871 7.683
C 15.144 9.249 8.237
C 14.881 9.406 9.748
C 14.475 10.831 10.075
C 13.684 8.394 10.041
N 16.094 8.963 10.455
O 15.934 8.554 11.787
H 18.253 7.358 10.350
H 19.522 8.593 10.410
H 18.457 8.339 11.759
H 18.847 11.163 10.133
H 17.273 11.664 9.901
H 17.695 11.065 11.446
H 18.493 9.508 8.159
H 17.420 8.083 8.286
H 16.600 10.952 7.717
H 16.570 9.596 6.634
H 15.078 8.207 7.926
H 14.388 9.811 7.689
H 15.069 11.671 9.714
H 14.325 10.895 11.153
H 13.504 11.061 9.637
H 12.846 8.620 9.381
H 13.487 8.239 11.102
H 14.090 7.450 9.679
H 15.949 7.595 11.745
C 11.453 0.842 8.983
C 12.495 1.704 9.748
C 13.483 0.796 10.579
C 13.407 2.398 8.665
C 12.753 3.591 8.072
C 12.341 4.585 9.107
C 11.452 4.031 10.284
C 11.624 5.050 11.398
C 10.037 3.926 9.752
N 11.937 2.672 10.748
O 11.134 2.130 11.757
H 11.869 0.189 8.217
H 10.875 0.252 9.695
H 10.748 1.489 8.460
H 12.955 0.197 11.321
H 14.076 0.165 9.917
H 14.227 1.447 11.038
H 14.269 2.823 9.180
H 13.647 1.697 7.865
H 13.498 3.997 7.387
H 11.878 3.261 7.510
H 11.722 5.344 8.628
H 13.202 5.171 9.429
H 12.631 5.093 11.813
H 11.090 4.783 12.310
H 11.261 6.033 11.099
H 9.402 3.488 10.522
H 9.834 3.406 8.816
H 9.596 4.895 9.518
H 11.529 2.563 12.517
O 12.029 7.770 15.364
C 12.677 6.931 14.464
C 13.871 6.265 15.241
O 13.527 5.144 15.978
H 12.152 7.366 16.226
H 11.923 6.214 14.139
H 13.084 7.475 13.612
H 14.290 6.852 16.058
H 14.699 6.087 14.555
H 14.353 4.945 16.424
C 16.365 4.970 11.245
O 16.404 5.914 12.320
H 16.424 3.981 11.700
H 15.368 4.983 10.805
H 17.212 4.923 10.561
H 17.181 5.696 12.840
```

Calculated values
DFT total energy, Ha: -1798.70459



[4]
C30H67N8O14Tl as an isolated structure, computed with the ωB97M-V functional and the def2-TZVPD basis.

The geometry in XYZ format:
```
120
Properties=species:S:1:pos:R:3
Tl -0.079 -0.341 -0.006
C 2.764 -3.417 -1.609
C 1.201 -3.800 -1.628
O 0.840 -5.030 -1.603
O 0.445 -2.833 -1.639
H 3.008 -2.635 -2.328
H 3.358 -4.303 -1.833
H 2.911 -3.024 -0.603
O -0.558 -3.086 1.445
C 0.068 -3.136 2.773
C 1.294 -2.164 3.194
O 1.231 -0.825 2.652
H 0.428 -4.152 2.937
H -0.695 -3.074 3.549
H 2.230 -2.594 2.838
H 1.304 -2.220 4.282
O -2.669 -2.156 -0.941
C -3.608 -1.282 -1.587
C -3.071 0.143 -2.222
O -2.280 1.027 -1.423
H -4.378 -0.950 -0.890
H -4.230 -1.702 -2.378
H -3.950 0.584 -2.692
H -2.358 -0.247 -2.949
C -4.993 -2.039 1.929
C -4.526 -3.289 2.410
O -4.118 -4.158 1.637
N -4.352 -3.396 3.731
C -3.724 -4.549 4.273
H -5.342 -2.148 0.902
H -4.143 -1.357 1.959
H -5.852 -1.741 2.529
H -4.333 -2.521 4.235
H -2.663 -4.320 4.167
H -3.852 -5.448 3.671
H -4.098 -4.846 5.253
C 3.692 2.546 3.101
C 3.351 2.215 4.482
O 3.465 3.167 5.271
N 2.975 0.943 4.779
C 2.433 0.590 6.072
H 3.112 3.371 2.688
H 3.531 1.771 2.352
H 4.760 2.766 3.100
H 2.808 0.303 4.016
H 3.278 0.054 6.504
H 1.586 -0.086 5.957
H 2.310 1.434 6.751
C -1.997 4.622 -1.223
C -2.543 4.946 -2.614
O -2.301 6.041 -3.147
N -3.271 3.957 -3.189
C -3.692 3.856 -4.558
H -1.825 3.570 -0.993
H -2.643 5.030 -0.446
H -1.074 5.165 -1.019
H -3.186 3.105 -2.654
H -3.359 4.769 -5.051
H -4.780 3.802 -4.600
H -3.297 2.869 -4.799
C 2.955 3.168 -0.767
C 1.834 3.222 0.150
O 1.225 2.154 0.232
N 1.440 4.295 0.756
C 0.305 4.374 1.784
H 2.504 2.724 -1.654
H 3.731 2.550 -0.314
H 3.421 4.074 -1.154
H 1.779 5.140 0.319
H -0.679 3.975 1.535
H 0.001 5.416 1.890
H 0.543 4.116 2.816
C -1.796 -2.798 -4.675
C -1.634 -4.204 -4.279
O -2.053 -4.605 -3.210
N -1.299 -5.086 -5.306
C -0.815 -6.477 -5.185
H -0.879 -2.592 -5.227
H -1.822 -2.175 -3.781
H -2.664 -2.412 -5.211
H -1.235 -4.649 -6.215
H -0.541 -6.832 -6.178
H -1.581 -7.192 -4.884
H 0.155 -6.637 -4.716
C -3.499 2.613 2.114
C -2.310 1.845 2.723
O -1.638 1.180 1.956
N -1.730 2.297 3.886
C -0.503 1.721 4.342
H -4.272 2.784 2.863
H -3.929 2.179 1.212
H -2.986 3.540 1.857
H -1.911 3.181 4.339
H -0.469 0.721 3.911
H -0.571 1.678 5.429
H 0.322 2.290 3.914
C -0.198 1.940 -4.285
C 1.067 1.274 -3.668
O 0.983 0.880 -2.501
N 2.099 1.175 -4.540
C 3.482 0.753 -4.152
H -1.081 2.076 -3.661
H -0.610 1.370 -5.118
H 0.162 2.914 -4.616
H 1.845 1.577 -5.432
H 4.179 1.569 -3.964
H 3.851 0.246 -5.043
H 3.571 0.155 -3.244
C 5.215 -0.685 -0.645
C 4.000 -0.758 0.212
O 2.914 -0.372 -0.260
N 3.926 -1.077 1.500
C 5.012 -1.318 2.393
H 6.224 -0.800 -0.248
H 5.209 0.354 -0.974
H 5.114 -1.339 -1.511
H 3.015 -0.986 1.926
H 5.726 -1.883 1.793
H 4.829 -2.005 3.219
H 5.524 -0.416 2.727
```

Calculated values
DFT total energy, Ha: -2846.85151
Charge: -2